(1)
5 unconnected molecules or ions with the total composition C18H45BrNO13S4. Source: the Open Molecules 2025 dataset; level of theory: ωB97M-V/def2-TZVPD.

The calculation puts the HOMO energy at -12.03 eV. The value obtained for the HOMO-LUMO gap is 9.1 eV.

The geometry in ORCA input format:
```
! wB97M-V def2-TZVPD RIJCOSX def2/J DEFGRID3
* xyz 1 1
Br -4.26348 7.52863 0.66108
C -2.81561 7.71344 -0.61189
C -1.48852 7.52404 0.11065
C -0.20097 7.58604 -0.72371
N -0.26964 7.14709 -2.16454
C -0.76826 5.76102 -2.50105
C -1.39903 5.99859 -3.86715
O -1.97903 7.29459 -3.71641
C -0.98895 8.07279 -3.16840
H -2.93384 8.71160 -1.02490
H -3.00737 6.97544 -1.38381
H -1.51430 6.60587 0.69563
H -1.40820 8.33587 0.83470
H 0.56252 6.95179 -0.27666
H 0.18973 8.60316 -0.75035
H 0.71016 7.13850 -2.44787
H -1.47995 5.40447 -1.76227
H 0.06309 5.06151 -2.54993
H -0.62246 6.04326 -4.63983
H -2.15990 5.27631 -4.14132
H -1.41521 8.92779 -2.65249
H -0.23138 8.38708 -3.89241
O -3.90716 1.80878 -0.77298
S -2.60264 2.18359 -0.32169
O -1.77357 2.93695 -1.23202
O -1.82538 0.91257 0.17564
C -1.79329 -0.25748 -0.70073
C -0.83198 -0.09210 -1.85253
C -2.69014 3.03610 1.20284
H -2.81066 -0.46298 -1.03391
H -1.47306 -1.06143 -0.04318
H -1.15049 0.67877 -2.55293
H -0.75720 -1.03684 -2.39094
H 0.15896 0.16660 -1.47816
H -3.31750 2.47635 1.89178
H -3.12766 4.00725 0.97804
H -1.68213 3.15713 1.59287
O 0.40142 -2.33183 0.86546
S 1.76191 -1.87941 0.94402
O 2.39362 -1.41144 -0.25206
O 2.63790 -2.98458 1.64003
C 2.57469 -4.34557 1.11157
C 3.33821 -4.51680 -0.17830
C 1.90683 -0.64812 2.19112
H 1.52514 -4.62325 1.01189
H 3.00757 -4.94386 1.90971
H 2.88353 -3.95402 -0.99247
H 3.35450 -5.57039 -0.45175
H 4.36801 -4.17978 -0.06478
H 1.43290 -1.00955 3.09923
H 1.39463 0.23422 1.81238
H 2.96144 -0.44007 2.35016
O -4.39259 0.90501 2.82172
S -5.47013 0.02192 3.17606
O -6.60743 0.57249 3.84132
O -4.87987 -1.18802 4.00226
C -4.05565 -0.88366 5.16072
C -4.86522 -0.42211 6.35083
C -5.98250 -0.88283 1.76249
H -3.30376 -0.15105 4.86552
H -3.55031 -1.82432 5.36677
H -5.33802 0.54088 6.16733
H -4.20432 -0.32661 7.21302
H -5.64601 -1.14431 6.58681
H -5.10576 -1.30234 1.27750
H -6.48242 -0.17198 1.10774
H -6.67202 -1.65935 2.08252
O 4.95553 -7.08342 -1.51572
S 5.57364 -8.36750 -1.34637
O 6.33357 -8.60936 -0.16009
O 6.44324 -8.68591 -2.62848
C 7.40491 -7.68278 -3.05685
C 8.63854 -7.64410 -2.18408
C 4.38681 -9.64627 -1.55235
H 6.90047 -6.71710 -3.09827
H 7.64913 -7.98239 -4.07336
H 8.40803 -7.30150 -1.17706
H 9.36348 -6.96005 -2.62660
H 9.08909 -8.63351 -2.11179
H 3.82525 -9.46253 -2.46370
H 3.73675 -9.60711 -0.68093
H 4.90982 -10.59782 -1.59231
*
```


(2)
A molecular structure, C18H45CrF2O12P3. Source: the Open Molecules 2025 dataset; level of theory: ωB97M-V/def2-TZVPD.

The calculation puts the HOMO energy (spin up / spin down) at -12.45 / -12.45 eV. The value obtained for the HOMO-LUMO gap (spin up / spin down) is 6.1 / 7.7 eV. Its expectation value of S² is 3.8641.

The geometry in ORCA input format:
```
! wB97M-V def2-TZVPD RIJCOSX def2/J DEFGRID3
* xyz 1 4
Cr -2.41941 -0.65852 1.30687
F -1.89882 1.00730 0.27385
F -1.34657 -1.91724 0.13990
C 1.99227 -2.75754 1.75320
C 1.90498 -1.33360 1.12009
O 1.81178 -0.34775 2.11212
P 0.51456 0.27262 2.98299
O -0.85410 -0.25856 2.70524
O 0.96869 0.04758 4.58337
C 0.03275 0.20521 5.68525
C 0.87148 0.57019 7.01109
O 0.71451 1.85421 2.66171
C 1.86013 2.61851 2.68615
C 2.75495 2.08755 3.79768
H 2.09520 -3.54442 1.00598
H 2.65911 -2.85466 2.60994
H 0.98974 -2.92157 2.14833
H 2.77518 -1.16492 0.48573
H 0.99723 -1.30986 0.51716
H -0.52234 1.12016 5.47827
H -0.73659 -0.55582 5.81576
H 1.40966 -0.24383 7.49673
H 1.68619 1.18789 6.63319
H 0.45957 1.23351 7.77164
H 2.39823 2.52142 1.74322
H 1.55097 3.64524 2.88195
H 2.18829 2.26239 4.71225
H 3.12252 1.06682 3.90303
H 3.62126 2.66541 4.11966
C 4.69263 -1.84433 -2.98178
C 5.21312 -0.54423 -2.33618
O 4.04654 0.05739 -1.93784
P 4.01111 1.29029 -0.80818
O 4.72623 1.09482 0.49130
O 4.56510 2.61081 -1.59778
C 4.79605 3.88105 -1.07513
C 6.14725 4.41333 -1.50419
O 2.37909 1.61849 -0.64628
C 1.62334 1.81883 -1.73329
C 0.85268 0.51798 -2.15093
H 3.76049 -2.14621 -2.50420
H 4.27050 -1.71072 -3.97780
H 5.35360 -2.71067 -2.95561
H 5.92546 -0.84406 -1.56758
H 5.66653 0.05906 -3.12267
H 4.05926 4.57424 -1.48099
H 4.81856 3.96251 0.01159
H 7.03392 3.97378 -1.04734
H 6.20207 4.46163 -2.59174
H 6.32516 5.41756 -1.11953
H 0.78331 2.45624 -1.45729
H 2.10906 2.37888 -2.53236
H 0.08023 0.82257 -2.85708
H 1.48953 -0.19327 -2.67690
H 0.29789 -0.02426 -1.38525
C -8.24377 -0.36615 -0.75612
C -6.84805 -0.46919 -0.33399
O -6.30546 -1.61743 -0.94420
P -4.65009 -1.63182 -1.14356
O -3.90317 -0.75730 -0.24774
O -4.67113 -1.32449 -2.74271
C -4.61597 0.08515 -3.21341
C -3.19598 0.61761 -3.32466
O -4.25207 -3.21411 -0.95370
C -4.67558 -4.18019 -1.95577
C -3.47528 -5.06199 -2.26039
H -8.79475 -1.30337 -0.83436
H -8.75277 0.30036 -0.05985
H -8.34603 0.17979 -1.69399
H -6.22896 0.42672 -0.38080
H -6.84423 -0.60480 0.74754
H -5.20642 0.28924 -4.10661
H -5.21860 0.65117 -2.50308
H -3.12793 1.70099 -3.42342
H -2.39725 0.07070 -2.82364
H -3.05620 0.45985 -4.39408
H -5.60312 -4.64456 -1.62089
H -5.07600 -3.63775 -2.81223
H -3.01265 -5.41705 -1.33952
H -3.68479 -5.96805 -2.82896
H -2.64383 -4.47277 -2.64717
*
```


(3)
A molecular structure, C18H45CrLi2N3O12PS2. Source: the Open Molecules 2025 dataset; level of theory: ωB97M-V/def2-TZVPD.

The calculation puts the HOMO energy (spin up / spin down) at -0.32 / -1.15 eV. The value obtained for the HOMO-LUMO gap (spin up / spin down) is 3.5 / 4.3 eV. Its expectation value of S² is 3.7657.

The geometry in ORCA input format:
```
! wB97M-V def2-TZVPD RIJCOSX def2/J DEFGRID3
* xyz -2 4
Cr 2.81751 3.00488 1.59538
Li 3.54821 -0.11546 0.06411
Li -0.80446 1.40624 2.05759
P 1.02007 1.83993 0.50485
O 1.01304 2.29128 2.01698
O 2.36809 1.13692 0.77615
O 1.51895 3.25215 0.08897
O -0.32904 1.21643 0.24054
S 5.27444 2.10151 1.01730
O 6.57242 2.75058 0.99667
O 5.23746 0.69956 0.59507
O 4.55935 2.23928 2.33341
O 4.29198 2.89151 0.23706
S 3.05410 5.56249 2.58906
O 3.30619 4.99990 1.23668
O 4.25289 6.16884 3.15105
O 1.91036 6.47992 2.49519
O 2.79376 4.24240 3.24127
C -0.70979 -1.29147 2.38267
C -1.83669 -0.92166 3.31657
N -1.92951 0.53998 3.54580
C -3.24686 1.08469 3.29975
C -3.72452 1.00053 1.84961
C -1.30015 0.86864 4.83099
C -0.88359 2.33395 4.92774
H 0.26259 -0.84945 2.63538
H -0.88267 -0.89901 1.37765
H -0.52666 -2.36864 2.39631
H -2.76785 -1.25340 2.84327
H -1.79976 -1.41495 4.29326
H -3.26609 2.15076 3.53531
H -3.99508 0.63950 3.97784
H -4.25600 0.08372 1.59956
H -2.87467 1.16016 1.17678
H -4.37158 1.84299 1.59999
H -2.05276 0.66307 5.61543
H -0.46855 0.21145 5.07930
H -0.36311 2.53655 5.86304
H -0.23054 2.60722 4.09335
H -1.78078 2.95579 4.93367
C -5.67706 -2.69402 -3.84610
C -5.31673 -1.26471 -3.38946
N -3.93201 -1.04721 -3.16671
C -3.51760 -1.40500 -1.80936
C -2.02786 -1.49241 -1.55852
C -3.32898 0.17465 -3.67502
C -3.48263 0.40892 -5.15255
H -5.03974 -3.12945 -4.61781
H -6.67963 -2.74063 -4.27644
H -5.55792 -3.35012 -2.97978
H -5.67168 -0.62247 -4.20607
H -5.97743 -0.92526 -2.57206
H -4.02740 -0.68088 -1.14901
H -4.00856 -2.34937 -1.55185
H -1.63955 -0.47077 -1.54687
H -1.61304 -2.03727 -0.71541
H -1.56827 -1.94840 -2.44480
H -2.26693 0.08109 -3.45583
H -3.68619 1.09652 -3.18351
H -4.48046 0.60635 -5.54439
H -3.16149 -0.50609 -5.67299
H -2.77838 1.15942 -5.51117
C 2.18990 -0.06236 -2.44400
C 3.03352 -1.32036 -2.53633
N 3.55504 -1.70469 -1.16592
C 4.63466 -2.67081 -1.29777
C 5.88641 -2.10484 -1.93540
C 2.38998 -2.37056 -0.50856
C 2.53717 -2.53009 1.00718
H 1.57305 0.00116 -1.55353
H 1.54809 0.13925 -3.30205
H 2.85660 0.80249 -2.34909
H 2.44949 -2.09911 -3.04982
H 3.90893 -1.19729 -3.17109
H 4.84125 -3.03118 -0.28785
H 4.39160 -3.54527 -1.92479
H 6.70521 -2.83383 -1.97682
H 5.74108 -1.97821 -3.01107
H 6.28302 -1.24320 -1.39837
H 2.28161 -3.35936 -0.97603
H 1.43850 -1.87558 -0.68232
H 3.55155 -2.88646 1.20437
H 1.83051 -3.24803 1.42051
H 2.41168 -1.59330 1.55390
*
```


In order of appearance, F_max = 0.63 7.14 5.42 eV/Å.
In order of appearance, relative energy (zero: lowest compared OMol25 entry of this formula, charge and spin) = 0.0 74.6 6.9 kcal/mol.